Molecular formula: C60H53GeHgN4OP2S
Method: DFT, ωB97M-V/def2-TZVPD

- LUMO (eV) = -3.65
- strongest force on any atom (eV/Å) = 0.89
- E_tot (a.u.) = -5923.47356
- highest occupied orbital energy (eV) = -10.111
- HOMO-LUMO gap (eV) = 6.46
- charge = +1

```
123
Properties=species:S:1:pos:R:3:mulliken_charge:R:1
H 3.12669 0.19000 -0.34291 0.528
C -3.38687 -3.70394 5.93060 -0.517
C -0.13978 3.36305 5.25650 -0.893
C 3.93488 3.43758 -1.63805 0.811
H 6.38644 3.69482 -2.83473 0.425
C 3.95489 1.08844 -4.60718 -0.177
H 4.72391 1.51188 -5.23959 0.418
C -2.24594 -1.59433 -4.99760 -0.782
H 6.16364 2.49731 -4.09479 0.407
H -0.54964 1.40240 -3.26925 0.620
C -2.58749 -0.30274 -5.36501 -0.952
C -0.81125 0.73899 5.85450 0.062
C 1.69469 -4.80608 -2.78879 -0.210
C -1.11345 1.25935 4.59255 0.303
H 1.29241 0.65605 3.50387 0.420
C -2.10558 -4.95280 -1.63600 0.810
C -1.97416 0.77241 -4.73259 -0.688
H 4.38798 -1.69274 0.48316 0.471
H 4.85072 5.62544 0.80311 0.420
C 2.64116 -0.98976 3.28800 -0.596
H 3.61517 -0.57401 -5.91696 0.440
C 2.03717 -5.21865 -1.50757 -0.731
C 1.13812 -2.59646 -1.96551 2.137
H -1.03915 -2.83216 -3.74279 -0.370
C 3.60156 1.74347 -3.43530 0.647
S -3.55372 -3.13566 1.43020 -0.315
H -0.51731 -4.33945 -2.91333 -0.783
C 1.93001 -4.32628 -0.45281 -1.201
H -2.23821 1.78620 -5.00505 0.485
Hg -1.05668 -1.23272 1.37600 1.508
O 2.13418 1.83097 -1.52940 0.159
P 1.29547 2.23881 1.29477 0.154
H -1.07442 -0.28189 6.10253 0.394
H -1.36552 5.43539 -1.13119 0.441
N -2.39366 -3.83202 -0.90135 0.312
C 3.94187 4.14597 -4.03139 -1.698
C 3.33626 -0.08506 -4.99352 -1.843
C -3.01217 -4.19808 0.25200 -0.127
H -3.69207 -4.55959 6.51850 0.397
C -3.65225 2.28556 2.24932 -0.108
H 0.64961 3.45245 7.24835 0.408
H 0.12003 4.38744 5.02310 0.464
H 3.08743 4.37844 2.03462 0.573
H 2.86821 4.33769 -4.00451 0.348
H -6.78547 2.54594 0.99964 0.408
H -5.10816 -2.53500 6.45500 0.427
H 2.38489 -6.22895 -1.33646 0.441
H -0.94153 2.99522 3.32130 -0.247
N -2.10512 -2.48856 -1.19199 -0.541
C 2.06980 0.56762 1.50080 1.132
H 4.46205 5.07092 -3.77794 0.393
C -3.62379 0.91873 2.53120 1.266
C -0.18281 1.52732 6.80795 -0.831
C -2.60512 -1.50517 4.40735 0.414
H -4.42258 -0.58867 5.12474 0.443
H -2.87996 -1.96038 -0.78434 0.388
N -2.50656 -6.01100 -0.99885 -0.862
C -1.81335 -2.64836 4.45521 -0.049
C -2.19860 -3.74162 5.21453 -0.793
H 4.21514 3.87007 -5.05092 0.386
H -2.12712 -2.36008 -2.20162 -0.009
H 1.39402 -2.34790 0.15070 0.472
C 2.35510 -0.62489 -4.18637 -0.355
C 2.58137 1.19182 -2.65871 -0.694
C -1.02340 0.55346 -3.75084 -1.756
H -6.75359 0.11956 1.48542 0.457
H -2.09684 -4.49386 -3.71787 0.335
C -1.44007 -4.92521 -2.95970 0.076
H 1.01499 -3.22503 -4.03024 -0.199
H -0.90038 0.60310 -0.33750 -0.947
C -2.22652 3.49207 -1.45070 -1.018
C 1.93801 0.11245 2.81976 -0.143
H -4.79232 3.92615 1.48490 0.467
C -0.20576 3.89917 -0.20570 -0.788
H -2.80903 1.43223 -1.58715 0.592
H -3.46348 -6.16135 0.82642 0.168
C -0.03768 2.52969 0.04298 1.749
H 2.51686 -1.30845 4.31541 0.521
H -1.20001 -5.94419 -3.25006 0.421
H 0.51003 4.61336 0.18750 0.513
C 1.95943 -0.01826 -2.99614 0.250
H 2.20195 -4.62741 0.55103 0.517
P 0.58213 -0.84390 -2.03235 1.761
C 3.32074 4.12970 1.00629 -0.497
C -4.75093 0.14526 2.24184 0.269
H 4.09848 -2.49345 2.81030 0.460
C -4.18254 -2.56842 5.89563 -0.784
H 0.04244 1.11531 7.78267 0.438
C -5.90001 2.08928 1.42276 -0.616
C 2.61223 3.11629 0.38250 -0.333
H 5.38695 5.00836 -1.50419 0.372
H -3.32110 -0.13293 -6.14179 0.394
C 3.69275 -1.19527 1.14773 -0.899
H -2.71232 -2.43972 -5.48816 0.476
H 1.86821 -1.53194 -4.50569 0.279
C 1.47486 -3.03592 -0.68442 -1.116
C 5.84172 2.78893 -3.09628 -1.798
H -0.87974 -2.69197 3.90271 0.364
C -5.88304 0.72814 1.69319 -0.891
C 1.25063 -3.51172 -3.01582 -1.179
C -1.29265 -1.81263 -4.00761 0.256
C 4.32188 3.02789 -3.04768 1.475
H -1.57370 -4.62477 5.24492 0.423
C -1.00247 1.66961 -0.46491 0.729
C -3.79227 -1.47110 5.14027 -0.150
H -2.79183 2.91028 2.44596 0.027
C -2.08324 2.13870 -1.20206 -1.006
Ge -2.12262 0.09815 3.42917 -1.369
C -0.76008 2.57780 4.30011 0.954
C 4.60927 4.46864 -0.97965 -0.335
N -3.05001 -5.53474 0.15776 0.218
C -0.66206 -0.74456 -3.37721 1.355
H 6.12942 2.00203 -2.39820 0.375
C 2.96658 -0.11213 0.67407 -0.728
H -4.75715 -0.91481 2.45491 0.214
H -3.06759 3.86024 -2.02377 0.510
C 4.31248 4.82041 0.32165 -1.493
C 0.15277 2.83856 6.50847 -0.511
C -4.78411 2.86546 1.69873 -0.730
C 2.92014 2.80110 -0.94700 -0.266
H 1.77581 -5.49529 -3.61961 0.495
C -1.27564 4.37203 -0.94796 -0.984
C 3.52804 -1.64705 2.44955 -0.729
```

***

Molecular formula: C4H10N2O2
Method: DFT, ωB97M-V/def2-TZVPD

- LUMO (eV) = 0.78
- strongest force on any atom (eV/Å) = 2.07
- E_tot (a.u.) = -418.39311
- highest occupied orbital energy (eV) = -8.476
- HOMO-LUMO gap (eV) = 9.26
- ΔE to the lowest compared entry with this formula, charge and spin (kcal per mole) = 42.6

```
18
Properties=species:S:1:pos:R:3:mulliken_charge:R:1
C -1.22805 0.40972 0.14028 0.165
H -2.56750 -0.98757 -0.02386 0.367
N 0.22186 -0.02978 2.11421 -0.390
H -1.20703 1.40684 0.59024 0.303
H 1.91923 1.27669 -0.79813 0.273
O -0.73158 -1.80372 1.08347 -0.666
H 0.59606 -1.37624 -1.19464 0.297
C -0.56709 0.42202 -1.24064 -0.752
N 0.70317 -0.37493 -1.35358 -0.377
H -1.25365 0.00125 -1.98399 0.361
C -0.48000 -0.60097 1.08281 0.547
H 2.12637 -0.18048 0.19224 0.294
O -2.58991 -0.01115 0.03844 -0.581
C 1.92898 0.18311 -0.81872 -0.836
H 0.45328 -0.63002 2.89526 0.244
H -0.36091 1.45849 -1.53375 0.252
H 0.26345 0.97118 2.24861 0.194
H 2.77333 -0.13443 -1.43827 0.304
```